Molecular formula: C18H24N2O4S2
Method: DFT, ωB97M-V/def2-TZVPD

Properties
**Gap between HOMO and LUMO**: 9.638 eV
**SMILES string**: CCNS(=O)(=O)c1c(C)cc(C)c(N(C)S(=O)(=O)c2ccccc2)c1C
**Strongest force on any atom**: 1.0 eV/A
**E_LUMO**: 0.012 Ha
**Total energy**: -1907.123558 Ha

```
! wB97M-V def2-TZVPD RIJCOSX def2/J DEFGRID3
* xyz 0 1
C 2.267 3.985 -0.989
C 1.173 2.938 -0.805
N 0.755 2.755 0.569
S 1.766 1.797 1.518
O 1.362 2.010 2.877
O 3.143 2.075 1.213
C 1.297 0.141 0.991
C 2.221 -0.738 0.431
C 3.639 -0.373 0.133
C 1.793 -2.029 0.143
C 0.500 -2.466 0.389
C 0.131 -3.885 0.092
C -0.414 -1.554 0.923
N -1.767 -1.898 1.167
C -2.110 -2.722 2.303
S -2.830 -1.928 -0.123
O -4.124 -1.625 0.413
O -2.711 -3.143 -0.886
C -2.239 -0.568 -1.122
C -1.240 -0.794 -2.048
C -0.809 0.254 -2.844
C -1.391 1.505 -2.713
C -2.395 1.719 -1.783
C -2.822 0.675 -0.978
C -0.019 -0.245 1.232
C -1.009 0.702 1.826
H 3.135 3.712 -0.395
H 1.912 4.961 -0.666
H 2.553 4.047 -2.035
H 0.286 3.206 -1.388
H 1.519 1.958 -1.144
H 0.562 3.623 1.048
H 4.159 -1.217 -0.315
H 4.157 -0.075 1.042
H 3.689 0.477 -0.543
H 2.502 -2.726 -0.281
H -0.882 -3.954 -0.300
H 0.187 -4.481 1.003
H 0.822 -4.314 -0.630
H -3.194 -2.694 2.390
H -1.789 -3.762 2.187
H -1.659 -2.302 3.203
H -0.829 -1.786 -2.148
H -0.031 0.092 -3.575
H -1.069 2.314 -3.353
H -2.851 2.693 -1.690
H -3.614 0.796 -0.256
H -1.954 0.197 2.002
H -0.617 1.100 2.759
H -1.163 1.543 1.155
*
```